Run i
Density functional theory data (wB97M-V/def2-TZVPD) for the molecule C3H4N4.

Structure (XYZ):
```
11
Properties=species:S:1:pos:R:3:mulliken_charge:R:1
N 1.855 -0.100 -0.669 -0.462
C 0.571 -0.207 -0.203 0.608
C 0.076 0.675 0.786 -0.079
N -1.200 0.720 1.058 -0.528
C -1.957 -0.017 0.226 -0.024
N -1.535 -0.956 -0.595 -0.358
N -0.221 -1.125 -0.745 -0.356
H 2.555 0.208 -0.012 0.229
H 2.138 -0.842 -1.292 0.265
H 0.705 1.407 1.283 0.325
H -2.979 0.316 0.139 0.378
```

Summary:
spin multiplicity	1
SMILES	Nc1cncnn1

---

Run ii
Density functional theory data (wB97M-V/def2-TZVPD) for a structure of composition C3H4N4.

Structure (XYZ):
```
11
Properties=species:S:1:pos:R:3:mulliken_charge:R:1
N -1.575 0.933 0.439 -0.437
C -0.626 -0.033 0.535 0.403
C 0.666 -0.056 1.108 -0.125
N 1.453 -0.808 0.315 -0.518
C 1.186 -0.715 -1.115 0.087
N -0.028 -0.704 -1.527 -0.381
N -0.548 -1.151 -0.264 -0.275
H -1.307 1.904 0.494 0.224
H -2.349 0.729 -0.177 0.251
H 1.084 0.469 1.963 0.391
H 2.044 -0.569 -1.771 0.379
```

Summary:
spin multiplicity	1

---

Stability, lowest: run ii

---

Run i
Density functional theory data (wB97M-V/def2-TZVPD) for the molecule C3H4N4.

Structure (XYZ):
```
11
Properties=species:S:1:pos:R:3:mulliken_charge:R:1
C 0.121 0.578 -1.572 -0.875
C -0.098 0.072 -0.226 0.557
C 0.488 -1.046 0.567 -0.176
N 0.274 -1.109 1.826 -0.269
N -0.399 -0.157 2.575 -0.132
N -1.171 0.533 1.883 -0.090
N -1.174 0.352 0.419 -0.269
H 1.283 1.014 -1.524 0.258
H -0.659 1.477 -1.736 0.272
H 0.071 -0.220 -2.376 0.267
H 1.263 -1.495 0.163 0.458
```

Summary:
spin multiplicity	1
SMILES	Cc1cnnnn1

---

Run ii
Density functional theory data (wB97M-V/def2-TZVPD) for the molecule C3H4N4.

Structure (XYZ):
```
11
Properties=species:S:1:pos:R:3:mulliken_charge:R:1
C 1.167 1.874 0.227 -0.867
C -0.119 1.594 -0.016 0.595
N -1.184 1.261 -0.550 -0.182
N -2.185 0.399 -0.043 -0.285
N -1.844 -0.776 0.171 -0.189
N -0.740 -1.292 0.188 0.265
C 0.222 -1.999 -0.195 -0.330
H 1.436 2.292 1.215 0.245
H 1.905 1.186 -0.261 0.222
H 0.332 -2.279 -1.239 0.265
H 1.010 -2.262 0.503 0.261
```

Summary:
spin multiplicity	1
SMILES	C=C=N/N=N\N=C

---

Run iii
Density functional theory data (wB97M-V/def2-TZVPD) for the molecule C3H4N4.

Structure (XYZ):
```
11
Properties=species:S:1:pos:R:3:mulliken_charge:R:1
N 1.553 1.197 1.163 -0.561
C 0.757 0.328 0.427 0.570
C 0.941 -0.903 -0.050 -0.366
C -0.185 -1.357 -0.840 -0.186
N -1.265 -0.634 -1.155 -0.276
N -1.618 0.455 -0.429 -0.269
N -0.641 0.794 0.492 -0.213
H 0.905 1.880 1.641 0.339
H 2.071 0.685 1.924 0.283
H 1.984 -1.443 0.168 0.233
H -0.237 -2.216 -1.458 0.446
```

Summary:
spin multiplicity	1
SMILES	Nc1ccnnn1

---

Run iv
Density functional theory data (wB97M-V/def2-TZVPD) for a cluster of 2 separate species, C3H4N4 in total.

Structure (XYZ):
```
11
Properties=species:S:1:pos:R:3:mulliken_charge:R:1
C 1.411 -0.021 0.667 -0.288
C 0.876 0.944 -0.217 -0.019
N 0.254 0.330 -1.233 -0.471
N 0.446 -0.967 -0.930 0.351
N 1.093 -1.226 0.175 -0.548
H 1.903 0.247 1.587 0.394
H 0.814 2.092 -0.292 0.335
H 0.312 -1.734 -1.582 0.229
C -2.311 0.036 0.660 0.094
N -2.283 -0.185 -0.462 -0.345
H -2.515 0.484 1.626 0.267
```

Summary:
spin multiplicity	1
SMILES	c1cn[nH]n1.C#N

---

Stability, lowest: run ii

---

Run i
Density functional theory data (wB97M-V/def2-TZVPD) for a structure of composition C26H35Cl5N6OPPt.

Structure (XYZ):
```
75
Properties=species:S:1:pos:R:3:mulliken_charge:R:1
Pt -1.025 0.565 0.597 1.672
Cl -7.925 1.796 -0.662 -0.172
C -6.216 1.862 -0.526 0.393
C -5.508 0.763 -0.063 -0.210
Cl -6.318 -0.686 0.374 -0.190
C -4.125 0.838 0.045 1.029
Cl -3.231 -0.559 0.598 -0.413
C -3.392 1.979 -0.288 -1.278
O -2.089 2.080 -0.207 -0.378
C -4.137 3.079 -0.766 0.265
Cl -3.260 4.491 -1.202 -0.195
C -5.517 3.023 -0.880 0.204
Cl -6.379 4.385 -1.459 -0.168
C -1.663 0.133 3.603 -1.090
N -0.319 -0.421 3.709 0.302
C -0.072 -1.084 4.990 -0.592
C 1.243 -1.776 4.741 -0.686
N 1.231 -1.984 3.291 0.050
C 2.573 -2.276 2.797 -1.038
C 0.316 -1.128 2.718 0.205
N 0.037 -1.031 1.435 -0.331
C 0.566 -2.066 0.540 0.005
C -0.344 -2.346 -0.645 -1.946
N -0.513 -1.185 -1.479 0.063
C -0.101 -1.094 -2.690 -0.300
N -0.459 -0.015 -3.487 0.420
C -1.711 0.663 -3.203 -0.823
C -0.240 -0.379 -4.881 -0.582
C 0.905 -1.370 -4.772 -0.790
N 0.703 -1.933 -3.441 0.111
C 1.789 -2.726 -2.895 -1.027
H -1.914 0.556 4.573 0.423
H -2.398 -0.640 3.357 0.377
H -1.708 0.925 2.861 0.184
H -0.875 -1.801 5.195 0.354
H -0.036 -0.359 5.801 0.384
H 1.347 -2.723 5.267 0.370
H 2.087 -1.132 5.011 0.348
H 2.951 -3.121 3.372 0.393
H 3.238 -1.424 2.963 0.348
H 2.603 -2.542 1.752 0.302
H 0.667 -2.991 1.111 0.879
H 1.547 -1.770 0.156 -0.270
H -1.328 -2.640 -0.259 0.354
H 0.049 -3.228 -1.157 0.478
H -2.568 -0.012 -3.318 0.460
H -1.822 1.492 -3.901 0.373
H -1.708 1.062 -2.194 0.051
H 0.007 0.494 -5.483 0.401
H -1.135 -0.853 -5.302 0.350
H 1.876 -0.864 -4.831 0.390
H 0.873 -2.141 -5.540 0.387
H 2.654 -2.630 -3.553 0.394
H 1.538 -3.785 -2.829 0.302
H 2.087 -2.363 -1.913 0.282
C 0.517 3.163 -0.755 -1.095
P 0.733 1.907 0.526 1.068
C 1.003 2.829 2.062 -1.532
C 2.290 1.084 0.127 0.450
C 3.300 0.932 1.073 -0.582
C 4.487 0.298 0.733 -0.752
C 4.665 -0.201 -0.549 -0.776
C 3.657 -0.059 -1.494 -0.395
C 2.474 0.579 -1.161 -0.571
H 0.374 2.680 -1.721 0.284
H 1.396 3.808 -0.790 0.542
H -0.377 3.741 -0.532 0.276
H 1.893 3.456 2.001 0.507
H 1.081 2.144 2.907 0.345
H 0.126 3.457 2.218 0.388
H 3.177 1.329 2.074 0.454
H 5.277 0.200 1.466 0.459
H 5.593 -0.690 -0.815 0.447
H 3.799 -0.437 -2.498 0.576
H 1.688 0.677 -1.903 0.083
```

Summary:
spin multiplicity	1
net charge	+1

---

Run ii
Density functional theory data (wB97M-V/def2-TZVPD) for a structure of composition C26H35Cl5N6OPPt.

Structure (XYZ):
```
75
Properties=species:S:1:pos:R:3:mulliken_charge:R:1
Pt 0.909 0.303 0.556 3.204
Cl 6.074 5.087 1.371 -0.176
C 4.917 3.969 0.771 0.371
C 4.158 3.209 1.648 -0.288
Cl 4.352 3.360 3.349 -0.187
C 3.223 2.317 1.140 1.287
Cl 2.241 1.379 2.265 -0.462
C 2.996 2.127 -0.224 -1.348
O 2.118 1.295 -0.713 -0.794
C 3.774 2.921 -1.093 0.286
Cl 3.501 2.731 -2.779 -0.179
C 4.715 3.816 -0.607 0.204
Cl 5.639 4.754 -1.705 -0.166
C 2.947 -2.239 0.320 -0.746
N 1.983 -2.800 -0.614 0.410
C 2.524 -3.976 -1.295 -0.704
C 1.736 -4.043 -2.588 -0.768
N 1.213 -2.691 -2.709 0.033
C 0.547 -2.370 -3.959 -1.154
C 1.224 -2.040 -1.504 -0.236
N 0.594 -0.959 -1.165 -0.138
C -0.256 -0.214 -2.100 -1.412
C -1.488 0.363 -1.410 -0.750
N -1.067 1.311 -0.403 -0.548
C -1.840 2.242 0.054 0.265
N -1.354 3.308 0.759 0.258
C 0.003 3.787 0.647 -0.773
C -2.410 4.209 1.190 -0.613
C -3.653 3.659 0.483 -0.681
N -3.202 2.367 -0.013 0.093
C -4.159 1.426 -0.547 -0.870
H 3.870 -1.955 -0.199 0.377
H 3.187 -3.000 1.064 0.416
H 2.551 -1.368 0.835 0.087
H 2.401 -4.866 -0.678 0.312
H 3.593 -3.839 -1.485 0.396
H 0.926 -4.778 -2.554 0.316
H 2.368 -4.275 -3.445 0.460
H 1.009 -2.987 -4.729 0.360
H 0.703 -1.333 -4.241 0.463
H -0.522 -2.597 -3.946 0.352
H -0.636 -0.847 -2.894 0.678
H 0.328 0.599 -2.542 -0.027
H -2.042 -0.480 -0.987 -0.097
H -2.117 0.820 -2.180 0.755
H 0.569 3.099 0.027 -0.017
H 0.477 3.870 1.627 0.337
H 0.016 4.772 0.170 0.391
H -2.182 5.228 0.871 0.300
H -2.514 4.214 2.278 0.324
H -3.979 4.306 -0.337 0.373
H -4.496 3.528 1.163 0.387
H -5.091 1.535 0.009 0.342
H -3.813 0.407 -0.421 0.252
H -4.377 1.599 -1.605 0.286
C 0.643 -1.901 3.048 -1.291
P -0.365 -0.854 1.968 0.618
C -1.234 0.272 3.083 -1.329
C -1.609 -1.976 1.299 0.129
C -1.181 -3.076 0.554 -0.285
C -2.109 -3.940 -0.003 -0.663
C -3.468 -3.717 0.182 -0.593
C -3.897 -2.639 0.940 -0.676
C -2.969 -1.773 1.504 -0.433
H 1.167 -2.645 2.449 0.344
H 0.008 -2.406 3.778 0.510
H 1.383 -1.290 3.565 0.367
H -1.831 -0.280 3.811 0.576
H -1.870 0.947 2.510 0.240
H -0.495 0.874 3.612 0.361
H -0.123 -3.250 0.401 0.182
H -1.774 -4.795 -0.576 0.476
H -4.192 -4.394 -0.253 0.425
H -4.955 -2.475 1.101 0.446
H -3.317 -0.940 2.101 0.355
```

Summary:
spin multiplicity	1
net charge	+1

---

Stability, lowest: run ii

---

Run i
Density functional theory data (wB97M-V/def2-TZVPD) for the molecule C5H7FO.

Structure (XYZ):
```
14
Properties=species:S:1:pos:R:3:mulliken_charge:R:1
C 2.725 0.609 -0.482 -0.925
C 1.525 0.542 0.197 0.532
F 1.588 1.296 1.349 -0.276
C 0.336 -0.086 -0.163 -0.293
C -0.920 -0.119 0.322 0.681
C -2.070 -0.898 -0.273 -1.252
O -1.280 0.835 1.264 -0.469
H 2.778 0.076 -1.452 0.223
H 3.595 0.969 -0.031 0.336
H 0.728 -0.842 -0.880 0.134
H -2.767 -1.207 0.613 0.393
H -1.542 -1.617 -0.947 0.280
H -2.484 -0.264 -1.000 0.330
H -2.213 0.705 1.482 0.307
```

Summary:
spin multiplicity	1
SMILES	C=C(F)/C=C(/C)O

---

Run ii
Density functional theory data (wB97M-V/def2-TZVPD) for the molecule C5H7FO.

Structure (XYZ):
```
14
Properties=species:S:1:pos:R:3:mulliken_charge:R:1
F 0.431 -1.144 -1.136 -0.308
C 0.589 -0.522 0.083 0.697
C -0.788 -0.711 0.696 -0.627
C -1.500 0.163 -0.354 -0.455
O -0.487 1.128 -0.907 -0.431
C 0.657 0.974 -0.082 -0.175
C 1.922 0.113 -0.043 -0.656
H -1.256 -1.713 0.532 0.243
H -0.882 -0.410 1.692 0.334
H -1.835 -0.477 -1.159 0.288
H -2.441 0.658 -0.031 0.318
H 0.604 1.630 0.781 0.259
H 2.484 -0.265 -0.851 0.295
H 2.500 0.577 0.780 0.220
```

Summary:
spin multiplicity	1
SMILES	F[C@]12CCO[C@@H]1C2

---

Run iii
Density functional theory data (wB97M-V/def2-TZVPD) for the molecule C5H7FO.

Structure (XYZ):
```
14
Properties=species:S:1:pos:R:3:mulliken_charge:R:1
C 1.201 0.612 2.148 -0.879
C 0.934 -0.015 1.005 -0.165
C -0.332 -0.700 0.565 0.094
O -0.298 -1.630 -0.499 -0.413
C -1.054 -0.470 -0.736 -0.104
C -0.533 0.405 -1.905 -0.294
F -0.658 -0.386 -3.019 -0.280
H 2.160 1.016 2.371 0.260
H 0.491 0.812 2.922 0.263
H 1.783 0.055 0.286 0.250
H -0.892 -0.956 1.452 0.404
H -2.102 -0.715 -0.795 0.388
H -1.184 1.306 -2.040 0.237
H 0.482 0.664 -1.753 0.241
```

Summary:
spin multiplicity	1
SMILES	C=C[C@@H]1O[C@@H]1CF

---

Stability, lowest: run ii